#P
An isolated molecule of C6H13N. Source: OMol25; level of theory: the ωB97M-V functional and the def2-TZVPD basis.

Total charge: 0
SMILES: C[C@H]1N(C)C1(C)C
E_HOMO, eV: -8.73

Element x y z (Å)
C1 -1.38516 1.73954 0.55632
C2 -0.68123 0.40875 0.62551
N1 -0.74474 -0.48338 -0.51587
C3 -1.06037 -1.89290 -0.33742
C4 0.55606 0.06240 -0.13159
C5 1.57343 -0.79140 0.60061
C6 1.16370 0.98156 -1.17261
H1 -2.44989 1.63611 0.79157
H2 -0.94342 2.43389 1.28033
H3 -1.30372 2.17890 -0.44078
H4 -0.74498 -0.06901 1.60928
H5 -1.35521 -2.31918 -1.30178
H6 -0.22387 -2.49184 0.04618
H7 -1.90240 -2.01681 0.35205
H8 2.30422 -0.13856 1.09132
H9 1.11129 -1.40247 1.38196
H10 2.11997 -1.45426 -0.08142
H11 0.42431 1.67424 -1.58107
H12 1.54325 0.38254 -2.00896
H13 1.99875 1.56188 -0.76362



#Q
An isolated molecule of C6H13N. Source: OMol25; level of theory: the ωB97M-V functional and the def2-TZVPD basis.

Total charge: 0
SMILES: C[C@H]1N(C)C1(C)C
E_HOMO, eV: -8.75

Element x y z (Å)
C1 1.71802 -1.47348 0.37315
C2 0.34119 -0.85459 0.43841
N1 0.24874 0.53653 0.85086
C3 -0.77137 0.88442 1.82602
C4 -0.15883 0.18410 -0.50886
C5 -1.63137 0.24188 -0.87137
C6 0.73504 0.68238 -1.62724
H1 1.97556 -1.93845 1.33159
H2 1.77815 -2.24326 -0.40491
H3 2.46936 -0.70698 0.16573
H4 -0.43509 -1.51775 0.83437
H5 -1.23898 1.83680 1.55358
H6 -1.56761 0.13012 1.93216
H7 -0.29772 1.00908 2.80512
H8 -1.79708 -0.18162 -1.86794
H9 -2.26838 -0.29762 -0.16456
H10 -1.96583 1.28776 -0.90084
H11 1.77299 0.78380 -1.30351
H12 0.39521 1.65850 -1.99309
H13 0.69799 -0.02161 -2.46868



Least stable = #P



#P
An isolated molecule of C6H13N. Source: OMol25; level of theory: the ωB97M-V functional and the def2-TZVPD basis.

Total charge: 0
SMILES: C=CCCCCN
E_HOMO, eV: -9.32

Element x y z (Å)
C1 3.14022 0.15394 0.98326
C2 2.10350 -0.52954 0.51270
C3 1.22701 0.02373 -0.57247
C4 -0.00413 0.75820 -0.01629
C5 -1.03690 -0.19735 0.62415
C6 -2.11260 -0.72146 -0.33642
N1 -2.85082 0.35076 -1.05182
H1 3.45212 1.09426 0.54519
H2 3.72292 -0.24478 1.80201
H3 1.96129 -1.55234 0.84061
H4 1.79660 0.78526 -1.11180
H5 0.93973 -0.73749 -1.26743
H6 -0.40601 1.49715 -0.69643
H7 0.34457 1.32094 0.85681
H8 -0.47746 -1.06186 0.98691
H9 -1.54842 0.25594 1.44253
H10 -1.71005 -1.36182 -1.12113
H11 -2.83191 -1.25806 0.28500
H12 -2.83137 1.17969 -0.46185
H13 -2.30936 0.60625 -1.87253



#Q
An isolated molecule of C6H13N. Source: OMol25; level of theory: the ωB97M-V functional and the def2-TZVPD basis.

Total charge: 0
SMILES: CCC(=CN)CC
E_HOMO, eV: -7.54

Element x y z (Å)
C1 0.68840 -1.35955 1.56178
C2 -0.39637 -0.25089 1.28573
C3 -0.45600 0.27377 -0.12231
C4 -0.27073 1.58816 -0.24909
N1 0.76929 2.20422 0.46941
C5 -0.85121 -0.53974 -1.33359
C6 0.18233 -1.53715 -1.82790
H1 1.47788 -1.31025 0.75630
H2 1.19896 -1.37746 2.51882
H3 0.28793 -2.34905 1.38383
H4 -1.35306 -0.47017 1.82501
H5 0.02534 0.62774 1.86478
H6 -0.93967 2.29448 -0.80183
H7 0.66977 3.07616 0.97779
H8 1.29279 1.64939 1.09384
H9 -1.74203 -1.19837 -1.04406
H10 -1.23395 0.07124 -2.18967
H11 0.25667 -2.38543 -1.12538
H12 1.10952 -1.00562 -1.69771
H13 0.18631 -2.09985 -2.73534



#R
An isolated molecule of C6H13N. Source: OMol25; level of theory: the ωB97M-V functional and the def2-TZVPD basis.

Total charge: 0
SMILES: CC/C=C/NCC
E_HOMO, eV: -7.69

Element x y z (Å)
C1 -0.02002 -3.32547 1.62583
C2 0.38253 -1.86117 1.42922
C3 -0.29808 -1.11034 0.32466
C4 0.34115 -0.22512 -0.44919
N1 -0.25558 0.87467 -1.06998
C5 0.41907 2.14182 -0.83324
C6 -0.43298 3.35967 -1.08963
H1 -1.09064 -3.45752 1.43720
H2 0.13178 -3.58295 2.67328
H3 0.47121 -3.97035 0.89917
H4 0.10635 -1.26466 2.30440
H5 1.46803 -1.77833 1.34353
H6 -1.37744 -1.16213 0.18115
H7 1.32653 -0.46242 -0.84217
H8 -1.23675 1.01477 -0.86274
H9 1.34104 2.21058 -1.43238
H10 0.87439 2.19549 0.16938
H11 -0.88129 3.37318 -2.08509
H12 -1.26435 3.33780 -0.37326
H13 0.07599 4.30456 -0.93305



#S
A structure of composition C6H13N. Source: OMol25; level of theory: the ωB97M-V functional and the def2-TZVPD basis.

Total charge: 0
E_HOMO, eV: -8.97

Element x y z (Å)
C1 -1.65073 1.87388 0.47413
C2 -0.76562 0.63743 0.63903
N1 -0.88937 -0.34113 -0.43742
C3 -0.99314 -1.74817 -0.16334
C4 0.39307 0.16305 -0.20595
C5 1.57256 -1.24943 0.55256
C6 1.25538 0.93931 -1.17938
H1 -2.67946 1.66677 0.81394
H2 -1.28728 2.72799 1.05511
H3 -1.71808 2.17280 -0.57667
H4 -0.68385 0.28698 1.67141
H5 -0.90328 -2.30966 -1.10289
H6 -0.02588 -1.89196 0.42738
H7 -1.94392 -1.99357 0.32653
H8 2.21139 -0.53415 1.03116
H9 1.57034 -2.12444 1.27589
H10 2.04116 -1.68807 -0.33793
H11 0.70921 1.61185 -1.85964
H12 1.83236 0.24237 -1.79463
H13 1.95513 1.55817 -0.60929



Least stable = #S



#P
A cluster of 2 separate species, C4H12NO in total. Source: OMol25; level of theory: the ωB97M-V functional and the def2-TZVPD basis.

Spin multiplicity: 2
Total charge: 0
E_HOMO (alpha / beta), eV: -3.29 / -10.64

Element x y z (Å)
C1 0.01311 2.31016 -1.30566
C2 -0.44198 2.59587 -0.10463
N1 0.74028 1.08912 -1.62674
H1 -0.01990 2.98861 -2.14157
H2 -0.88882 3.55244 0.11531
H3 -0.39312 1.88884 0.70760
H4 1.79215 1.28497 -1.81506
H5 0.71947 0.32220 -0.92640
H6 0.37806 0.69868 -2.53277
C3 -0.39563 -1.21419 0.84631
O1 0.83908 -1.06561 0.11830
C4 -0.43443 -2.49106 1.65512
H7 -0.45147 -0.34964 1.50196
H8 -1.23293 -1.22064 0.14285
H9 1.14797 -1.93602 -0.16137
H10 0.37034 -2.52818 2.38267
H11 -1.40452 -2.56966 2.14816
H12 -0.33765 -3.35589 0.99592



#Q
An isolated molecule of C4H12NO. Source: OMol25; level of theory: the ωB97M-V functional and the def2-TZVPD basis.

Spin multiplicity: 2
Total charge: 0
E_HOMO (alpha / beta), eV: -2.98 / -10.84

Element x y z (Å)
O1 0.41685 1.20960 -1.92847
C1 0.77450 -0.13005 -1.53923
C2 0.06142 -0.72813 -0.35963
N1 0.54110 0.30913 0.80559
C3 -0.08323 0.15685 2.13985
C4 -1.45081 -0.46236 -0.32308
H1 0.99828 1.38043 -2.68481
H2 1.85611 -0.15641 -1.45300
H3 0.56341 -0.78355 -2.38955
H4 0.53789 -1.68131 -0.11528
H5 1.61277 0.25374 0.84875
H6 0.33105 1.24400 0.42445
H7 0.64151 0.52953 2.86991
H8 -0.39761 -0.87134 2.27164
H9 -0.81247 0.95193 2.33929
H10 -1.93485 -1.06669 -1.08825
H11 -1.91194 -0.73156 0.62456
H12 -1.74399 0.57616 -0.44273



Least stable = #Q



#P
A cluster of 2 separate species, C5H15NOS in total. Source: OMol25; level of theory: the ωB97M-V functional and the def2-TZVPD basis.

Total charge: 0
SMILES: CNCCCCS.O
E_HOMO, eV: -8.59

Element x y z (Å)
C1 0.53047 1.12505 2.48555
N1 -0.70917 0.32800 2.59857
C2 -0.77674 -0.82848 1.76611
C3 -1.61846 -0.74296 0.46489
C4 -1.15894 0.48008 -0.35403
C5 0.12306 0.22288 -1.16176
S1 -0.12030 0.39070 -2.95637
H1 0.57402 1.79041 1.62878
H2 0.60111 1.59284 3.47804
H3 1.36842 0.44178 2.63174
H4 -1.54062 0.86672 2.74126
H5 0.19628 -1.25316 1.50467
H6 -1.10936 -1.72159 2.34322
H7 -2.69015 -0.53218 0.59848
H8 -1.58631 -1.69664 -0.06533
H9 -1.91467 0.71858 -1.11318
H10 -1.17041 1.39225 0.24034
H11 0.51795 -0.79463 -1.06537
H12 0.96715 0.82962 -0.85661
H13 -0.75072 -0.71545 -3.33265
O1 3.16878 -1.02459 0.02031
H14 3.52164 -1.84261 0.36311
H15 2.24518 -1.20633 -0.06564



#Q
A cluster of 2 separate species, C5H15NOS in total. Source: OMol25; level of theory: the ωB97M-V functional and the def2-TZVPD basis.

Total charge: 0
SMILES: CCNCCCS.O
E_HOMO, eV: -8.96

Element x y z (Å)
C1 -3.07072 1.03726 -0.86960
C2 -1.84394 0.16449 -0.92870
N1 -1.10572 0.13898 0.33796
C3 0.31273 -0.11915 0.13776
C4 0.71574 -1.53246 -0.29444
C5 2.03169 -1.58174 -1.09018
S1 2.05638 -2.82941 -2.40709
H1 -2.82754 2.06189 -0.62719
H2 -3.58269 1.11446 -1.83124
H3 -3.76168 0.75184 -0.09574
H4 -1.17250 0.58353 -1.67174
H5 -2.08350 -0.81455 -1.36064
H6 -1.46602 -0.62189 0.89903
H7 0.87329 0.09908 1.04498
H8 0.71465 0.65662 -0.51846
H9 0.83633 -2.10677 0.61177
H10 -0.10090 -2.10230 -0.75141
H11 2.12520 -0.66062 -1.64844
H12 2.84883 -1.73933 -0.39794
H13 1.22637 -3.75685 -1.91621
O1 2.31035 4.12589 4.57390
H14 3.16514 3.82244 4.24374
H15 1.79849 3.30858 4.55989



Least stable = #P